Record 1
Molecular formula: C49H36F10N6O6SSeTeTi
Method: DFT, ωB97M-V/def2-TZVPD

The geometry in XYZ format:
```
111
C49H36F10N6O6SSeTeTi | OMol25 | ωB97M-V/def2-TZVPD
Te -0.139 0.094 4.914
Se -4.530 0.760 -1.495
Ti 1.241 -0.036 1.550
S 1.266 7.582 0.866
F -3.697 3.484 -2.344
F 2.786 0.901 1.364
F 0.471 -1.562 4.112
F -1.371 -0.948 5.947
F -1.823 0.160 3.792
F -7.574 0.897 -2.163
F -8.937 2.758 -3.681
F -7.570 5.007 -4.421
F -1.078 1.786 5.308
F -5.009 5.405 -3.891
O 2.738 -1.642 2.080
O 2.604 -7.285 0.197
O 0.704 0.583 3.012
O 4.748 -3.613 2.014
O 0.066 -1.691 1.474
O 0.212 0.907 0.153
N 1.868 -4.874 -0.469
N -0.464 3.588 2.127
N 2.162 -2.463 0.083
N 3.005 7.485 -3.343
N 1.856 -1.133 -0.225
N -4.978 2.148 0.746
C -6.921 1.924 -2.667
C 2.713 -6.248 3.586
C 3.678 -4.343 2.427
C -0.127 2.413 -1.614
C -2.835 -3.003 -0.304
C -5.005 3.887 2.891
C 0.442 1.264 -1.070
C 1.033 2.122 -3.693
C -6.933 4.050 -3.777
C 3.176 8.541 -2.508
C 3.050 -5.361 -0.986
C 1.420 -3.523 -0.636
C -4.064 2.872 2.818
C 5.426 -6.423 -1.988
C -1.169 4.386 1.302
C -1.989 -2.360 0.585
C 3.047 -8.503 0.767
C -5.553 2.072 -2.373
C -7.623 2.896 -3.401
C 4.685 -7.171 -1.060
C -5.887 3.105 0.829
C -5.613 4.278 -3.452
C -0.595 -2.470 0.589
C 1.256 0.458 -1.918
C 3.822 -5.527 3.149
C -0.900 -4.104 -1.196
C 1.830 -0.835 -1.477
C 1.415 5.061 1.926
C -4.092 2.002 1.736
C -4.927 3.278 -2.750
C 0.120 2.804 -2.872
C 1.620 0.970 -3.169
C 2.402 -3.920 2.116
C 1.463 -5.772 3.272
C 0.658 5.917 1.133
C 1.285 -4.611 2.493
C 1.805 6.380 -1.580
C -5.975 4.002 1.876
C -2.253 -3.951 -1.174
C -0.657 5.616 0.833
C 5.007 -5.163 -2.393
C 1.965 7.459 -0.729
C 2.387 -2.625 1.429
C 3.482 -6.644 -0.603
C 0.789 3.902 2.407
C 2.336 6.492 -2.856
C 2.693 8.572 -1.211
C 3.785 -4.624 -1.925
C -0.052 -3.371 -0.341
H -3.220 2.858 3.530
H 1.312 3.199 3.069
H -2.903 -4.519 -1.882
H 3.209 -9.259 -0.040
H 2.141 -1.545 -2.287
H 2.809 -7.159 4.202
H -0.468 -4.875 -1.848
H 2.847 9.420 -0.601
H -5.031 4.578 3.712
H 1.184 5.554 -1.349
H 2.297 0.403 -3.786
H 2.137 5.648 -3.572
H 2.218 -8.885 1.425
H -3.354 1.210 1.709
H 2.388 5.414 2.217
H -2.176 4.108 1.025
H -3.938 -2.792 -0.342
H -6.711 4.836 1.845
H 4.524 -2.660 1.964
H -1.250 6.302 0.211
H 3.950 -8.318 1.353
H 3.716 9.400 -2.958
H 0.600 -6.290 3.677
H -0.835 2.959 -0.982
H -6.668 3.153 0.091
H 1.545 -3.293 -1.727
H 5.021 -8.115 -0.752
H 3.466 -3.602 -2.160
H -2.462 -1.653 1.272
H 6.370 -6.816 -2.316
H 1.287 2.519 -4.664
H -0.413 3.715 -3.155
H 1.486 -5.322 0.355
H 0.272 -4.255 2.297
H 4.844 -5.834 3.333
H 5.633 -4.550 -3.009
```

## Properties
Multiplicity = 2
Orbital gap (spin up / spin down) = 0.282 / 0.234 Ha
Net charge = -1
HOMO (spin up / spin down) = -5.806 / -5.807 eV


Record 2
Molecular formula: C49H37ClF9O8S3Ti
Method: DFT, ωB97M-V/def2-TZVPD

The geometry in XYZ format:
```
108
C49H37ClF9O8S3Ti | OMol25 | ωB97M-V/def2-TZVPD
Ti -22.923 -10.798 -6.630
Cl -17.031 -9.783 -3.156
S -28.468 -7.695 -4.841
S -25.097 -8.487 -5.367
S -24.686 -11.144 -7.739
F -19.455 -6.892 -7.832
F -20.226 -10.931 -8.903
F -20.200 -7.801 -6.058
F -19.220 -10.157 -7.160
F -21.466 -6.604 -7.172
F -18.836 -9.294 -9.179
F -22.034 -9.412 -10.150
F -20.816 -7.626 -10.066
F -22.706 -7.654 -9.134
O -20.254 -13.746 -6.914
O -23.107 -11.872 -5.025
O -23.065 -13.709 -9.006
O -23.656 -9.220 -5.522
O -22.525 -13.416 -3.528
O -21.875 -9.312 -7.238
O -29.506 -7.290 -3.834
O -21.687 -12.152 -7.208
C -25.573 -6.618 -3.185
C -18.445 -10.641 -3.666
C -22.249 -12.464 -4.225
C -21.633 -8.418 -9.395
C -25.694 -12.489 -2.601
C -20.529 -7.485 -7.266
C -19.479 -9.810 -4.103
C -24.980 -4.898 -1.434
C -21.318 -13.397 -7.332
C -24.004 -5.518 0.720
C -20.719 -10.422 -4.364
C -27.992 -4.022 -4.188
C -29.043 -2.742 -2.427
C -23.834 -6.777 0.312
C -19.784 -12.622 -3.881
C -24.055 -8.607 -2.964
C -24.876 -7.826 -3.758
C -25.162 -4.155 -9.532
C -21.559 -15.466 -8.589
C -27.638 -9.329 -2.776
C -25.021 -5.239 -8.449
C -24.377 -4.892 -7.258
C -27.503 -4.938 -3.254
C -20.958 -8.805 -8.090
C -27.406 -10.118 -5.068
C -23.950 -8.385 -1.537
C -26.907 -10.393 -2.303
C -27.506 -5.601 -5.937
C -27.790 -9.178 -4.152
C -22.341 -14.297 -7.970
C -28.570 -3.667 -1.513
C -24.332 -5.866 -6.226
C -26.821 -11.287 -4.572
C -24.942 -6.207 -1.903
C -24.577 -4.533 -0.173
C -26.544 -5.963 -3.773
C -27.808 -4.656 -1.906
C -27.951 -4.393 -5.613
C -25.681 -6.395 -8.644
C -27.046 -6.582 -5.012
C -24.321 -7.071 -1.005
C -19.778 -9.828 -8.320
C -28.754 -2.891 -3.755
C -23.244 -14.686 -6.784
C -25.613 -7.425 -7.645
C -24.923 -7.111 -6.464
C -26.522 -11.398 -3.174
C -18.549 -12.042 -3.630
C -20.869 -11.830 -4.212
H -19.991 -13.648 -3.737
H -22.725 -14.989 -5.896
H -26.194 -13.140 -1.829
H -19.421 -8.779 -4.127
H -25.936 -8.410 -7.822
H -23.772 -5.545 -5.315
H -24.926 -12.028 -2.065
H -25.493 -4.105 -1.900
H -21.126 -16.046 -7.772
H -29.846 -2.036 -2.134
H -23.335 -9.092 -1.048
H -27.689 -10.053 -6.086
H -23.885 -13.766 -6.527
H -23.556 -12.928 -8.716
H -22.276 -16.096 -9.193
H -23.981 -3.908 -7.172
H -25.988 -3.467 -9.241
H -21.590 -9.809 -4.525
H -17.734 -12.594 -3.256
H -23.852 -15.521 -7.006
H -20.710 -15.071 -9.226
H -25.394 -4.596 -10.531
H -29.212 -2.257 -4.558
H -23.236 -7.449 0.942
H -23.533 -9.547 -3.205
H -28.827 -3.474 -0.486
H -26.613 -12.139 -5.252
H -25.235 -13.178 -3.452
H -27.945 -8.542 -2.086
H -26.142 -6.522 -9.608
H -27.512 -5.400 -1.137
H -24.628 -3.494 0.181
H -27.756 -5.936 -6.999
H -28.147 -3.750 -6.472
H -23.671 -5.190 1.758
H -24.307 -3.500 -9.551
H -26.733 -10.478 -1.202
```

## Properties
Multiplicity = 2
Orbital gap (spin up / spin down) = 0.225 / 0.200 Ha
Net charge = -2
HOMO (spin up / spin down) = -2.168 / -2.530 eV


Record 3
Molecular formula: C49H38AsIrN5O11S4
Method: DFT, ωB97M-V/def2-TZVPD

The geometry in XYZ format:
```
109
C49H38AsIrN5O11S4 | OMol25 | ωB97M-V/def2-TZVPD
Ir -0.047 0.548 0.337
As 2.169 -2.128 -0.780
S -4.325 0.929 -0.815
S -2.708 -1.218 -1.011
S 1.803 -1.444 2.407
S -1.870 2.321 -1.403
O 2.705 -0.670 1.569
O 0.743 -1.208 -0.735
O 1.681 -3.345 -2.005
O -1.238 0.674 1.956
O -1.169 1.294 4.103
O 1.933 -1.245 3.830
O 3.546 3.693 3.966
O 3.550 -1.455 -1.310
O 1.375 1.252 -1.000
O 3.116 2.648 -1.158
O 0.395 -1.338 1.925
N -4.152 -0.510 -1.378
N -1.662 -0.291 -0.650
N 1.124 1.629 1.491
N -0.929 2.232 -0.244
N -3.495 2.132 -1.304
C -3.917 -4.292 2.069
C -4.726 0.942 3.662
C -2.737 -2.571 -4.822
C -3.173 -2.460 0.169
C 2.973 -5.664 1.311
C -3.996 2.042 1.657
C 1.511 2.460 3.639
C -5.957 1.343 -1.359
C -2.439 -2.160 -2.491
C -1.528 1.526 -2.989
C -1.550 6.690 -2.502
C 2.450 -4.049 3.010
C 2.221 -3.113 2.019
C -1.829 4.037 -1.849
C -6.617 2.377 -0.712
C -2.387 1.855 -4.035
C -5.149 -0.159 2.929
C 2.203 2.210 0.990
C -3.100 -1.878 -3.678
C -2.141 1.335 -5.294
C -0.432 5.863 -2.484
C -7.864 2.761 -1.176
C -7.752 1.082 -2.901
C -2.960 -3.339 2.370
C -4.508 -4.330 0.806
C -0.655 1.194 3.013
C -0.436 0.697 -3.173
C 3.033 2.934 1.810
C -2.954 4.842 -1.866
C -0.207 0.184 -4.445
C -8.429 2.115 -2.269
C -6.503 0.685 -2.448
C -4.159 2.039 3.033
C -1.402 -3.081 -2.428
C -1.048 0.500 -5.498
C 2.745 -4.713 0.322
C 2.825 -5.336 2.649
C -0.563 4.527 -2.149
C -1.721 -3.516 -4.770
C -2.580 -2.401 1.415
C 0.725 1.769 2.749
C -5.009 -0.170 1.553
C -2.803 6.184 -2.193
C 2.360 -3.425 0.670
C -4.136 -3.412 -0.156
C 2.698 3.020 3.162
C -4.426 0.935 0.942
C -1.050 -3.765 -3.579
C 2.298 2.039 -0.508
H 3.012 -6.078 3.416
H -8.199 0.576 -3.747
H 0.546 6.260 -2.721
H -5.579 -1.017 3.429
H -0.237 -4.477 -3.539
H 0.645 -0.467 -4.594
H -3.924 4.428 -1.634
H -0.856 0.097 -6.485
H -3.242 -2.365 -5.757
H 1.187 2.548 4.667
H -3.518 2.871 1.154
H 0.235 0.433 -2.369
H -3.669 6.832 -2.205
H 3.918 3.407 1.409
H -4.207 -5.020 2.816
H -1.441 -4.054 -5.667
H -3.233 2.510 -3.871
H -0.844 -3.232 -1.512
H -5.966 -0.128 -2.916
H -9.405 2.416 -2.625
H -1.441 7.736 -2.758
H -3.876 -1.127 -3.706
H 3.276 -6.664 1.028
H 0.302 3.875 -2.107
H -5.324 -1.023 0.965
H -2.800 1.588 -6.114
H -8.398 3.560 -0.679
H -4.817 0.936 4.740
H -6.170 2.865 0.145
H 3.244 3.643 4.880
H -3.800 2.873 3.617
H -1.833 -1.656 1.643
H 2.347 -3.752 4.045
H 2.862 -4.973 -0.720
H -4.577 -3.434 -1.146
H -2.491 -3.314 3.346
H -5.251 -5.083 0.576
H 2.102 -3.060 -2.826
```

## Properties
Multiplicity = 2
Orbital gap (spin up / spin down) = 0.275 / 0.268 Ha
HOMO (spin up / spin down) = -7.956 / -8.205 eV


Record 4
Molecular formula: C49H38Br2NO7
Method: DFT, ωB97M-V/def2-TZVPD

The geometry in XYZ format:
```
97
C49H38Br2NO7 | OMol25 | ωB97M-V/def2-TZVPD
Br 0.814 -0.800 -0.431
Br 0.577 -2.503 2.431
O -4.078 -5.608 -4.217
O 8.363 1.966 1.429
O -0.051 -7.705 -7.070
O -1.692 4.769 2.710
O -2.441 9.936 3.939
O 4.126 -0.740 3.307
O -3.504 1.283 0.049
N -1.324 -2.388 -1.283
C -5.533 7.241 4.736
C 3.858 0.979 -0.477
C 8.633 0.713 3.919
C -0.964 8.283 3.132
C 3.917 0.390 0.775
C -2.837 -2.205 -1.118
C -2.317 -7.878 -6.419
C -1.871 -5.391 -4.997
C -3.241 -1.061 -0.213
C -0.979 -7.226 -6.462
C -2.812 0.322 -0.698
C -4.597 -7.987 -5.630
C -0.479 -3.538 -4.385
C -4.526 8.162 4.505
C -1.547 -3.965 1.201
C 0.459 6.514 2.321
C 6.093 1.818 -0.200
C 6.358 -0.047 3.669
C 5.099 -0.148 2.884
C -2.692 2.315 0.594
C 5.070 0.501 1.539
C 7.596 -0.593 5.653
C -0.455 -2.130 -0.116
C -3.325 7.750 3.940
C -0.555 -2.851 0.996
C -2.260 8.765 3.692
C 0.590 -4.087 -5.088
C -4.783 -9.155 -6.349
C -4.153 5.488 3.839
C -3.194 -6.080 -4.903
C 1.478 7.430 2.123
C 7.464 0.649 3.172
C -1.851 5.933 3.020
C -0.813 -5.936 -5.718
C -3.743 -9.684 -7.105
C 0.416 -5.284 -5.761
C 0.059 9.199 2.925
C -2.512 -9.050 -7.139
C 1.276 8.773 2.422
C -3.135 6.407 3.609
C 6.428 -0.663 4.912
C 8.699 0.092 5.155
C 6.162 1.214 1.050
C -1.702 -4.180 -4.339
C -3.367 -7.341 -5.666
C 4.943 1.700 -0.964
C -5.348 5.904 4.401
C 7.419 1.335 1.849
C -0.766 6.935 2.825
H 9.481 1.253 3.521
H -4.655 9.206 4.756
H -2.478 -3.568 1.621
H 2.963 0.885 -1.083
H -1.693 -9.453 -7.718
H -2.550 -3.759 -3.811
H -1.787 1.908 1.059
H -0.114 10.239 3.165
H -2.414 3.048 -0.172
H 2.073 9.488 2.264
H -3.223 -3.158 -0.755
H -1.154 -4.684 1.917
H -2.920 -1.222 0.821
H -3.271 2.822 1.365
H -5.398 -7.562 -5.041
H -3.894 -10.594 -7.669
H -0.346 -2.582 -3.889
H -3.054 0.427 -1.770
H -3.992 4.451 3.579
H 5.563 -1.193 5.286
H -6.466 7.563 5.180
H -4.337 -1.073 -0.197
H -3.226 -2.057 -2.130
H 1.546 -3.582 -5.113
H -5.741 -9.656 -6.323
H 6.948 2.372 -0.562
H 1.225 -5.730 -6.323
H -1.153 -3.347 -1.606
H 7.650 -1.074 6.620
H 0.600 5.467 2.093
H -1.729 0.459 -0.595
H 2.433 7.100 1.736
H -6.138 5.187 4.581
H 3.085 -0.168 1.179
H 9.611 0.142 5.734
H 4.894 2.166 -1.939
H -1.007 -1.771 -2.031
H -1.782 -4.490 0.270
```

## Properties
Multiplicity = 1
Orbital gap = 0.291 Ha
Net charge = +1
HOMO = -11.170 eV


These records have max |F| values of 3.19 5.82 0.75 0.34 eV/Å, in the order they appear.
These records have energy above the lowest of the compared OMol25 structures with the same formula, charge and spin values of 0.0 170.1 676.3 0.0 kJ/mol, in the order they appear.